1.
ORCA calculation (ωB97M-V with the def2-TZVPD basis set) on a 2-piece molecular cluster, CH4N4 overall in a non-equilibrium geometry.

## Properties
charge	0
HOMO energy (alpha / beta)	-8.253 / -8.252	eV
energy above the lowest of the compared OMol25 structures with the same formula, charge and spin	3.009	eV
total energy	-7059.976	eV
maximum force	4.58	eV Å⁻¹

Each line ends with the Löwdin charge.
CARTESIAN COORDINATES (ANGSTROEM)
1 C 0.60 0.98 -0.31  -0.078
2 N 1.57 -1.48 0.47  0.009
3 N 0.72 -2.12 0.21  0.004
4 N -0.52 0.45 0.10  -0.276
5 N -1.14 -0.57 -0.36  -0.023
6 H 0.79 1.92 0.05  0.021
7 H 0.78 0.90 -1.42  0.091
8 H -0.85 0.80 1.09  0.202
9 H -1.96 -0.88 0.16  0.050

2.
ORCA calculation (ωB97M-V with the def2-TZVPD basis set) on one molecule with the formula C5H8O2.

## Properties
charge	0
HOMO energy	-8.787	eV
energy above the lowest of the compared OMol25 structures with the same formula, charge and spin	3.882	eV
total energy	-9405.950	eV
maximum force	0.36	eV Å⁻¹

Each line ends with the Löwdin charge.
CARTESIAN COORDINATES (ANGSTROEM)
1 C -2.08 0.20 -0.27  -0.034
2 C -0.57 0.37 -0.10  -0.426
3 O -0.27 -0.10 1.20  -0.092
4 C 1.05 -0.11 1.58  -0.219
5 C 2.06 -0.69 0.95  0.025
6 C 0.09 -0.45 -1.20  -0.019
7 O 0.40 0.42 -2.14  0.034
8 H -2.35 -0.86 -0.20  0.087
9 H -2.59 0.74 0.53  0.088
10 H -2.42 0.59 -1.24  0.086
11 H -0.31 1.43 -0.18  0.151
12 H 1.19 0.40 2.54  0.113
13 H 3.06 -0.63 1.38  0.057
14 H 1.93 -1.25 0.03  0.039
15 H 0.81 -0.07 -2.87  0.111

3.
ORCA calculation (ωB97M-V with the def2-TZVPD basis set) on a 3-piece molecular cluster, C6H20O4PS overall.

## Properties
charge	-1
HOMO energy	-4.529	eV
energy above the lowest of the compared OMol25 structures with the same formula, charge and spin	0.000	eV
total energy	-34859.862	eV
maximum force	0.70	eV Å⁻¹

Each line ends with the Löwdin charge.
CARTESIAN COORDINATES (ANGSTROEM)
1 S 0.20 0.76 -1.55  0.734
2 C -0.31 -0.75 -0.52  -0.748
3 C 0.92 -1.62 -0.18  -0.341
4 O 1.39 -1.24 1.06  -0.383
5 P 0.24 -0.32 2.06  0.448
6 O -0.93 -0.44 0.64  -0.409
7 H -0.06 1.63 -0.57  -0.141
8 H -0.99 -1.28 -1.20  0.086
9 H 0.58 -2.67 -0.20  0.106
10 H 1.69 -1.52 -0.95  0.094
11 H 1.19 -0.26 3.13  -0.056
12 H -0.29 -1.58 2.53  -0.027
13 H -0.77 0.41 2.79  -0.058
14 H 0.72 0.90 1.47  -0.035
15 C -4.02 -1.70 1.83  -0.094
16 C -3.14 -2.94 1.90  -0.333
17 O -2.53 -3.25 0.65  -0.096
18 H -4.80 -1.83 1.08  0.068
19 H -4.49 -1.51 2.80  0.067
20 H -3.41 -0.84 1.57  0.061
21 H -3.74 -3.82 2.16  0.101
22 H -2.38 -2.81 2.67  0.091
23 H -1.97 -2.49 0.41  0.043
24 C 3.69 3.29 -2.04  -0.096
25 C 2.61 3.60 -3.05  -0.346
26 O 2.14 2.44 -3.72  -0.119
27 H 4.54 2.80 -2.52  0.071
28 H 4.04 4.21 -1.56  0.067
29 H 3.31 2.63 -1.26  0.071
30 H 2.99 4.26 -3.83  0.103
31 H 1.77 4.12 -2.56  0.106
32 H 1.80 1.84 -3.04  -0.035

4.
ORCA calculation (ωB97M-V with the def2-TZVPD basis set) on C34H23F6MnN8O5 as an isolated structure in a non-equilibrium geometry.

## Properties
spin multiplicity	5
charge	-2
HOMO energy (alpha / beta)	0.201 / -2.371	eV
expectation value of S²	6.044
energy above the lowest of the compared OMol25 structures with the same formula, charge and spin	0.000	eV
total energy	-105417.865	eV
maximum force	3.54	eV Å⁻¹

Each line ends with the Löwdin charge.
CARTESIAN COORDINATES (ANGSTROEM)
1 Mn 0.27 2.03 0.48  0.615
2 N 2.63 -0.44 1.54  0.164
3 C 1.59 -0.12 2.36  -0.415
4 N 1.53 -0.80 3.58  0.124
5 C 0.59 -0.57 4.42  -0.491
6 N 0.55 -1.26 5.63  0.105
7 N -0.40 0.35 4.16  0.132
8 C -0.38 1.01 3.03  -0.271
9 N 0.68 0.77 2.05  0.070
10 C -1.40 1.99 2.71  -0.198
11 C -2.50 2.31 3.62  -0.044
12 C -3.41 3.24 3.24  -0.116
13 C -3.27 3.90 1.95  -0.103
14 C -2.23 3.58 1.15  -0.119
15 N -1.32 2.64 1.53  0.001
16 H 3.30 -1.13 1.83  0.091
17 H 2.74 0.01 0.64  0.030
18 H 1.27 -1.95 5.84  0.074
19 H -0.19 -1.08 6.29  0.075
20 H -2.59 1.81 4.57  0.085
21 H -4.23 3.49 3.90  0.078
22 H -3.99 4.65 1.64  0.073
23 H -2.10 4.05 0.19  0.110
24 O -0.93 1.36 -2.57  0.042
25 C -1.20 0.56 -1.69  -0.564
26 N -1.96 -0.55 -1.96  0.118
27 C -2.19 -1.39 -0.81  -0.247
28 C -1.38 -0.51 0.20  -0.359
29 O -1.26 -0.80 1.39  0.044
30 N -0.85 0.58 -0.39  0.113
31 C -1.58 -2.79 -1.01  -0.103
32 C -1.17 -3.56 0.08  -0.011
33 C -0.65 -4.84 -0.08  -0.086
34 C -0.53 -5.38 -1.36  -0.118
35 C -0.94 -4.64 -2.46  -0.101
36 C -1.47 -3.36 -2.28  -0.029
37 C -3.69 -1.48 -0.48  -0.103
38 C -4.11 -1.73 0.83  -0.010
39 C -5.47 -1.84 1.14  -0.085
40 C -6.42 -1.72 0.14  -0.118
41 C -6.02 -1.49 -1.17  -0.101
42 C -4.67 -1.38 -1.47  -0.028
43 H -2.29 -0.71 -2.89  0.123
44 H -1.25 -3.15 1.09  0.110
45 H -0.33 -5.40 0.79  0.096
46 H -0.12 -6.37 -1.49  0.089
47 H -0.85 -5.06 -3.46  0.092
48 H -1.78 -2.81 -3.16  0.102
49 H -3.39 -1.82 1.63  0.111
50 H -5.77 -2.02 2.17  0.096
51 H -7.48 -1.80 0.38  0.089
52 H -6.76 -1.38 -1.96  0.091
53 H -4.38 -1.19 -2.50  0.102
54 O -0.13 3.04 -0.71  -0.331
55 F 7.86 -1.60 -4.14  0.111
56 C 6.89 -0.95 -4.83  -0.568
57 F 7.51 0.04 -5.51  0.112
58 F 6.45 -1.83 -5.76  0.107
59 C 5.80 -0.44 -3.93  -0.154
60 C 4.47 -0.86 -4.09  -0.026
61 C 3.47 -0.38 -3.25  -0.016
62 C 3.78 0.53 -2.24  -0.245
63 C 5.10 0.96 -2.08  -0.023
64 C 6.10 0.47 -2.92  -0.032
65 C 2.75 1.03 -1.38  -0.111
66 C 1.88 1.45 -0.65  0.009
67 H 4.21 -1.57 -4.87  0.109
68 H 2.45 -0.72 -3.39  0.119
69 H 5.36 1.67 -1.30  0.117
70 H 7.12 0.81 -2.78  0.113
71 F 3.01 4.93 2.69  0.116
72 C 2.18 5.59 1.85  -0.521
73 F 1.49 6.48 2.59  0.118
74 F 2.96 6.30 1.00  0.117
75 C 1.22 4.64 1.07  -0.506
76 O 0.44 5.20 0.30  0.045
77 O 1.35 3.39 1.34  -0.085

5.
ORCA calculation (ωB97M-V with the def2-TZVPD basis set) on C8H18N2P as an isolated structure in a non-equilibrium geometry.

## Properties
charge	+1
HOMO energy	-11.931	eV
energy above the lowest of the compared OMol25 structures with the same formula, charge and spin	1.536	eV
total energy	-20846.302	eV
maximum force	4.18	eV Å⁻¹

Each line ends with the Löwdin charge.
CARTESIAN COORDINATES (ANGSTROEM)
1 C -0.92 0.66 -1.92  -0.018
2 C -1.29 -1.31 -0.20  -0.081
3 C -1.91 -0.15 -0.94  -0.188
4 C -0.70 1.40 -0.60  -0.192
5 C 0.64 0.25 0.22  -0.368
6 C -2.26 1.15 1.24  -0.050
7 C 0.78 -2.30 0.55  0.008
8 C 3.38 0.93 0.58  -0.295
9 N -1.89 0.99 -0.07  -0.184
10 N 0.18 -1.12 -0.18  -0.227
11 P 2.12 0.57 -0.77  0.924
12 H -0.08 0.15 -2.26  0.048
13 H -1.17 1.43 -2.67  0.141
14 H -1.47 -1.41 0.85  0.123
15 H -1.62 -2.25 -0.59  0.139
16 H -2.82 -0.57 -1.42  0.156
17 H -0.44 2.45 -0.59  0.137
18 H 0.51 0.28 1.32  0.111
19 H -3.03 0.42 1.37  0.103
20 H -1.35 0.95 1.93  0.115
21 H -2.63 2.10 1.45  0.085
22 H 0.65 -3.19 0.02  0.083
23 H 1.83 -2.16 0.87  0.109
24 H 0.27 -2.45 1.51  0.111
25 H 4.21 1.52 0.25  0.027
26 H 3.62 -0.21 0.85  0.069
27 H 2.88 1.25 1.46  0.008
28 H 0.73 -1.26 -1.14  0.155
29 H 1.79 1.88 -1.10  -0.049

Q: The lowest total energy belongs to which entry?
A: C34H23F6MnN8O5